Record 1
Here is a molecular structure, C14H39FHfN3O5 in a non-equilibrium geometry from the OMol25 dataset. Energies are from ωB97M-V/def2-TZVPD.

Cartesian coordinates (Å):
1 Hf -0.76 2.46 0.58
2 F -0.25 0.39 -0.30
3 C 0.70 -3.31 -3.91
4 C 0.60 -2.67 -2.51
5 C 1.81 -3.05 -1.64
6 O 1.60 -2.73 -0.31
7 C 2.87 -2.78 0.32
8 N 0.68 -1.24 -2.76
9 H -0.15 -3.14 -4.57
10 H 0.77 -4.35 -3.58
11 H 1.56 -3.01 -4.51
12 H -0.26 -2.91 -1.89
13 H 2.65 -2.52 -2.07
14 H 2.13 -4.08 -1.81
15 H 3.24 -3.80 0.37
16 H 2.85 -2.39 1.34
17 H 3.70 -2.28 -0.17
18 H 0.41 -0.70 -1.95
19 H -0.01 -0.87 -3.40
20 C -4.72 -0.01 1.97
21 C -3.26 0.28 2.11
22 C -2.53 -0.97 2.46
23 O -1.09 -0.90 2.53
24 C -0.49 -2.18 2.52
25 N -2.84 0.95 0.84
26 H -5.01 -0.63 2.82
27 H -4.89 -0.68 1.13
28 H -5.34 0.88 2.07
29 H -3.17 0.94 2.97
30 H -2.90 -1.66 1.70
31 H -2.94 -1.32 3.41
32 H -1.07 -2.89 3.10
33 H 0.55 -2.13 2.84
34 H -0.54 -2.55 1.49
35 H -3.71 1.07 0.36
36 H -2.44 0.17 0.34
37 C 2.61 0.68 3.23
38 C 1.85 1.58 2.20
39 C 2.42 1.33 0.81
40 O 1.73 2.24 -0.09
41 C 2.30 2.24 -1.43
42 N 0.41 1.38 2.32
43 H 2.57 -0.32 2.78
44 H 2.09 0.74 4.18
45 H 3.64 1.02 3.34
46 H 2.12 2.60 2.47
47 H 2.26 0.29 0.53
48 H 3.48 1.58 0.88
49 H 1.56 2.36 -2.22
50 H 2.78 1.28 -1.64
51 H 3.09 2.97 -1.57
52 H 0.23 1.45 3.32
53 H 0.26 0.38 2.25
54 C -1.04 3.72 -2.57
55 C -1.55 2.33 -2.70
56 O -2.13 2.01 -1.48
57 O -0.34 3.77 -1.32
58 H -1.78 4.51 -2.45
59 H -0.34 3.93 -3.38
60 H -0.65 1.73 -2.84
61 H -2.20 2.18 -3.56
62 H -3.07 1.96 -1.63
63 H -0.04 4.68 -1.30

frontier orbital gap (spin up / spin down): 6.084 / 6.191 eV
max |F|: 6.22 eV Å⁻¹
E: -33865.92126 eV
net charge: +2
expectation value of S²: 0.75
2S+1: 2

Atomic partial charges in e from the natural (NBO) method, atoms 1 to 2:
1. Hf 2.244
2. F -0.807

=====

Record 2
Here is a molecular structure, C14H39N3O5 in a non-equilibrium geometry from the OMol25 dataset. Energies are from ωB97M-V/def2-TZVPD.

Cartesian coordinates (Å):
1 C 0.89 3.72 1.74
2 C 0.53 2.32 1.36
3 C -0.74 2.26 0.57
4 O -1.49 1.14 0.86
5 C -2.84 1.12 0.28
6 N 1.60 1.66 0.64
7 H 1.05 4.33 0.85
8 H 1.89 3.75 2.17
9 H 0.18 4.01 2.52
10 H 0.23 1.97 2.35
11 H -0.61 2.29 -0.51
12 H -1.35 3.15 0.76
13 H -3.48 0.40 0.79
14 H -2.77 0.90 -0.78
15 H -3.31 2.10 0.34
16 H 1.32 0.70 0.51
17 H 2.43 1.49 1.20
18 C -0.25 -1.76 -1.38
19 C 0.05 -0.27 -1.48
20 C -1.07 0.56 -2.22
21 O -0.87 0.07 -3.63
22 C -2.02 0.54 -4.50
23 N 0.31 0.23 -0.11
24 H -0.49 -2.18 -2.35
25 H -1.19 -1.86 -0.83
26 H 0.49 -2.30 -0.79
27 H 0.98 -0.18 -2.04
28 H -0.98 1.65 -2.20
29 H -2.06 0.17 -1.97
30 H -1.75 0.60 -5.55
31 H -2.41 1.48 -4.10
32 H -2.62 -0.36 -4.34
33 H -0.58 0.16 0.36
34 H 0.63 1.18 -0.06
35 C -0.77 -0.18 2.90
36 C -1.21 -1.65 2.62
37 C -1.15 -1.99 1.08
38 O -1.83 -3.29 0.90
39 C -1.85 -3.73 -0.39
40 N -0.45 -2.58 3.42
41 H 0.07 0.16 2.28
42 H -0.63 0.12 3.94
43 H -1.60 0.41 2.52
44 H -2.22 -1.76 3.01
45 H -0.16 -2.15 0.65
46 H -1.68 -1.27 0.47
47 H -2.45 -3.17 -1.10
48 H -2.27 -4.69 -0.10
49 H -0.81 -3.92 -0.67
50 H -1.02 -3.42 3.44
51 H 0.24 -2.74 2.69
52 C 3.62 0.84 -0.16
53 C 4.79 -0.03 -0.76
54 O 4.41 -0.47 -2.07
55 O 2.68 0.09 0.42
56 H 3.17 1.46 -0.94
57 H 4.04 1.35 0.71
58 H 4.82 -0.92 -0.13
59 H 5.74 0.50 -0.80
60 H 4.33 -1.42 -2.14
61 H 2.47 -0.58 -0.24

frontier orbital gap: 8.480 eV
max |F|: 10.65 eV Å⁻¹
E: -29842.75068 eV
net charge: 0
relative energy (zero: lowest compared OMol25 entry of this formula, charge and spin): 12.849 eV
2S+1: 1

Atomic partial charges in e from the natural (NBO) method, atoms 1 to 2:
1. C -0.596
2. C -0.116